Record 1
{
  "formula": "C8H12BrNO2S",
  "method": "the ωB97M-V functional and the def2-TZVPD basis",
  "symbols": ["C", "C", "C", "C", "C", "C", "C", "C", "N", "O", "O", "S", "Br", "H", "H", "H", "H", "H", "H", "H", "H", "H", "H", "H", "H"],
  "xyz": [[-1.84687, 1.43050, 0.33114], [-1.36902, 0.19659, 0.19940], [0.40829, 2.11730, 0.69939], [-0.79602, 2.60931, 0.07808], [0.03523, 0.02514, 0.23955], [0.63299, -1.07688, -2.67281], [-0.48286, -1.00362, 2.96553], [1.69644, -1.42014, -1.60939], [0.89157, 0.96684, 0.63510], [-0.18661, -2.67354, -0.25788], [1.70073, -1.85553, 1.01792], [0.77869, -1.62034, -0.03066], [-0.59769, 0.78215, 3.43240], [-2.90786, 1.61635, 0.18281], [-1.98635, -0.77320, 0.17886], [1.23216, 2.90554, 1.02836], [-0.67266, 2.67868, -0.99325], [-1.30688, 3.45837, 0.61408], [0.06892, -0.18968, -2.17959], [0.86615, -0.65084, -3.63669], [0.06995, -1.87646, -2.94730], [0.50409, -1.48429, 2.93684], [-1.36600, -1.54356, 2.83612], [2.15950, -0.43064, -1.33354], [2.47411, -2.18805, -1.71447]],
  "nbo_charge": [-0.14, -0.30, 0.16, -0.54, -0.08, -0.62, -0.45, -0.64, -0.46, -0.96, -0.95, 2.15, 0.11, 0.22, 0.26, 0.19, 0.24, 0.25, 0.21, 0.22, 0.22, 0.23, 0.19, 0.23, 0.26],
  "total_energy_ev": -94947.6163,
  "homo_energy_ha": [-0.3015, -0.2996],
  "fmax_ev_per_a": 6.51,
  "homo_lumo_gap_ev": [6.86, 8.14]
}

Record 2
{
  "formula": "C6H14N2",
  "method": "the ωB97M-V functional and the def2-TZVPD basis",
  "symbols": ["C", "C", "C", "C", "C", "N", "C", "N", "H", "H", "H", "H", "H", "H", "H", "H", "H", "H", "H", "H", "H", "H"],
  "xyz": [[-0.72959, 0.28037, -0.19523], [0.67348, 0.79907, -0.60094], [-0.97773, 0.54208, 1.29455], [-0.85744, -1.21823, -0.48616], [-1.77481, 1.03779, -1.02131], [1.73415, 0.39271, 0.28299], [2.27651, -0.84167, 0.27707], [2.78008, -1.32527, 1.34105], [1.71028, 0.79937, 1.20937], [3.26079, -2.21408, 1.22159], [0.65762, 1.89287, -0.61460], [0.91385, 0.44625, -1.60809], [2.27499, -1.31247, -0.71612], [-0.85676, 1.60057, 1.52282], [-0.20923, -1.80660, 0.15786], [-1.69391, 2.11034, -0.86136], [-1.99191, 0.25400, 1.55994], [-0.29387, -0.03275, 1.91217], [-0.59698, -1.42702, -1.51768], [-1.88329, -1.54127, -0.32980], [-1.63760, 0.83921, -2.08291], [-2.77869, 0.72472, -0.74512]],
  "nbo_charge": [-0.06, -0.21, -0.62, -0.61, -0.60, -0.61, 0.28, -0.74, 0.39, 0.34, 0.20, 0.20, 0.15, 0.20, 0.22, 0.21, 0.21, 0.22, 0.20, 0.21, 0.21, 0.21],
  "total_energy_ev": -9429.4386,
  "homo_energy_ha": -0.3220,
  "smiles": "[H]/N=C/NCC(C)(C)C",
  "fmax_ev_per_a": 0.82,
  "homo_lumo_gap_ev": 9.60
}

Record 3
{
  "formula": "C25H32N4O4",
  "method": "the ωB97M-V functional and the def2-TZVPD basis",
  "symbols": ["C", "C", "C", "C", "C", "C", "O", "N", "C", "H", "C", "C", "H", "H", "C", "C", "O", "N", "H", "H", "H", "C", "C", "N", "O", "C", "C", "C", "C", "C", "C", "H", "N", "C", "O", "C", "C", "C", "C", "C", "H", "H", "H", "H", "H", "H", "H", "H", "H", "H", "H", "H", "H", "H", "H", "H", "H", "H", "H", "H", "H", "H", "H", "H", "H"],
  "xyz": [[0.07497, 8.59990, 5.71720], [0.00597, 7.19178, 5.24295], [-0.95451, 6.70101, 4.45883], [-0.98081, 5.34011, 3.99161], [-1.92445, 4.85687, 3.17811], [-2.03806, 3.45225, 2.73474], [-3.07844, 2.82602, 2.84406], [-0.92334, 2.87128, 2.20858], [-1.00051, 1.52604, 1.67787], [-0.58192, 0.80673, 2.39191], [-0.15055, 1.56921, 0.40831], [0.94546, 2.57812, 0.77588], [1.77166, 2.05351, 1.25567], [1.32360, 3.09377, -0.10653], [0.28134, 3.55363, 1.76754], [0.00058, 4.90700, 1.09103], [0.66486, 5.88958, 1.33349], [-1.00453, 4.88169, 0.19946], [-1.43488, 4.01687, -0.08832], [-1.20356, 5.71810, -0.32370], [0.95585, 3.75412, 2.60751], [0.33632, 0.21808, -0.12571], [-0.27669, 0.21783, -1.50807], [-0.96290, 1.26705, -1.73970], [-0.95551, 2.11018, -0.67332], [-0.10936, -0.84081, -2.48336], [-0.71324, -0.73849, -3.73799], [-0.54106, -1.74662, -4.66552], [0.22585, -2.85688, -4.36071], [0.83156, -2.96958, -3.11004], [0.66127, -1.95846, -2.17255], [1.12949, -2.05668, -1.20864], [1.59629, -4.11025, -2.85218], [2.15920, -4.51801, -1.67492], [2.13423, -3.87544, -0.64878], [2.82685, -5.87671, -1.76993], [1.91800, -6.99680, -1.24112], [0.64613, -7.21032, -2.06824], [-0.53191, -6.35375, -1.60252], [-1.70576, -6.43689, -2.57058], [-1.42465, -6.05448, -3.55012], [-2.54377, -5.84876, -2.20534], [-2.03339, -7.46783, -2.68688], [-0.22719, -5.31244, -1.49633], [-0.85028, -6.69911, -0.61672], [0.35076, -8.25986, -1.99959], [0.85401, -7.00921, -3.12278], [1.64585, -6.77165, -0.20879], [2.50475, -7.91782, -1.23709], [3.12419, -6.09474, -2.79747], [3.72273, -5.84083, -1.14771], [1.65169, -4.75460, -3.62851], [0.35742, -3.64172, -5.09275], [-1.00642, -1.67171, -5.63675], [-1.30659, 0.13299, -3.96008], [-0.03462, -0.61776, 0.46890], [1.42404, 0.15873, -0.17528], [-2.04589, 1.27366, 1.48507], [-2.76563, 5.47518, 2.89465], [-0.17953, 4.70189, 4.33943], [-1.76011, 7.34146, 4.12493], [0.81286, 6.54739, 5.56838], [-0.77604, 9.17592, 5.36295], [0.09673, 8.63160, 6.80682], [0.99158, 9.06865, 5.35874]],
  "nbo_charge": [-0.64, -0.12, -0.24, -0.15, -0.29, 0.66, -0.61, -0.44, -0.25, 0.20, 0.24, -0.42, 0.22, 0.24, -0.14, 0.68, -0.62, -0.83, 0.42, 0.41, 0.22, -0.48, 0.17, -0.07, -0.39, 0.01, -0.21, -0.20, -0.25, 0.23, -0.29, 0.26, -0.63, 0.69, -0.61, -0.49, -0.38, -0.40, -0.40, -0.60, 0.20, 0.21, 0.20, 0.20, 0.20, 0.21, 0.18, 0.21, 0.21, 0.20, 0.24, 0.40, 0.20, 0.22, 0.23, 0.24, 0.24, 0.26, 0.22, 0.20, 0.20, 0.19, 0.21, 0.22, 0.22],
  "total_energy_ev": -40594.6786,
  "homo_energy_ha": -0.3119,
  "smiles": "C/C=C/C=C/C(=O)N1C[C@]2(CC(c3cccc(NC(=O)CCCCC)c3)=NO2)C[C@H]1C(N)=O",
  "fmax_ev_per_a": 1.11,
  "homo_lumo_gap_ev": 8.85
}

Record 4
{
  "formula": "C35H69B7F28N11O",
  "method": "the ωB97M-V functional and the def2-TZVPD basis",
  "symbols": ["C", "C", "N", "C", "C", "N", "C", "C", "H", "H", "H", "H", "H", "H", "H", "H", "H", "H", "H", "C", "C", "N", "C", "C", "N", "C", "C", "H", "H", "H", "H", "H", "H", "H", "H", "H", "H", "H", "C", "C", "N", "C", "C", "N", "C", "C", "H", "H", "H", "H", "H", "H", "H", "H", "H", "H", "H", "C", "C", "N", "C", "C", "N", "C", "C", "H", "H", "H", "H", "H", "H", "H", "H", "H", "H", "H", "C", "C", "N", "C", "C", "N", "C", "C", "H", "H", "H", "H", "H", "H", "H", "H", "H", "H", "H", "C", "N", "C", "C", "C", "C", "O", "H", "H", "H", "H", "H", "H", "H", "H", "H", "H", "H", "H", "H", "H", "B", "F", "F", "F", "F", "B", "F", "F", "F", "F", "B", "F", "F", "F", "F", "B", "F", "F", "F", "F", "B", "F", "F", "F", "F", "B", "F", "F", "F", "F", "B", "F", "F", "F", "F"],
  "xyz": [[-1.12932, -1.40129, -7.29580], [-1.99633, -1.44004, -8.55970], [-3.28364, -2.07719, -8.41893], [-4.05331, -2.17341, -7.29412], [-5.20883, -2.80690, -7.62627], [-5.16331, -3.18658, -8.93784], [-3.91877, -2.80534, -9.39881], [-6.21377, -3.87203, -9.67826], [-0.12903, -1.09513, -7.60204], [-1.11654, -2.30297, -6.68347], [-1.51394, -0.67423, -6.58057], [-1.45573, -1.96567, -9.34682], [-2.19844, -0.41667, -8.87588], [-3.65587, -1.76935, -6.37479], [-6.07785, -3.05197, -7.03369], [-3.45433, -3.19577, -10.29226], [-6.46451, -3.31399, -10.58038], [-7.18061, -3.74753, -9.19056], [-5.86066, -4.88950, -9.84606], [2.28402, 5.56589, 9.30959], [1.09739, 4.61717, 9.28807], [0.20398, 4.84672, 8.25622], [0.46942, 4.61260, 6.91463], [-0.67886, 4.82285, 6.13587], [-1.62316, 5.34158, 7.00275], [-1.05587, 5.42402, 8.28144], [-2.89229, 5.86782, 6.59867], [2.78627, 5.49194, 8.34502], [2.91581, 5.25898, 10.14310], [2.16554, 6.60756, 9.60792], [0.56118, 4.71844, 10.23163], [1.49455, 3.62318, 9.08227], [1.43836, 4.26350, 6.58954], [-0.93037, 4.66294, 5.09781], [-1.59427, 5.71280, 9.17202], [-3.21226, 5.52412, 5.61501], [-2.78029, 6.92792, 6.37116], [-3.67415, 5.81909, 7.35657], [13.37093, 1.01551, 4.33193], [12.25321, 1.46774, 3.36961], [10.88887, 1.47878, 4.01066], [10.12783, 0.51128, 4.58752], [8.91304, 1.08714, 5.00072], [8.89927, 2.39817, 4.70072], [10.09454, 2.60589, 4.04334], [7.80625, 3.27505, 4.98003], [13.16069, 1.30488, 5.36158], [14.33698, 1.46436, 4.10082], [13.54252, -0.05920, 4.39252], [12.21874, 0.81558, 2.49691], [12.41593, 2.50029, 3.06065], [10.51713, -0.49037, 4.69493], [8.03916, 0.76374, 5.54676], [10.48547, 3.56713, 3.74400], [6.91255, 2.70944, 4.71640], [7.89613, 4.23820, 4.47767], [7.66366, 3.46787, 6.04331], [3.56378, -6.00891, -5.98123], [3.29710, -4.75463, -5.06915], [2.80239, -5.31453, -3.78958], [3.59013, -5.68688, -2.70213], [2.76695, -6.22932, -1.70094], [1.46161, -6.11615, -2.10128], [1.51345, -5.42233, -3.28249], [0.25260, -6.57389, -1.45084], [4.01116, -5.59514, -6.88496], [2.67727, -6.60943, -6.18506], [4.41371, -6.48665, -5.49390], [2.51353, -4.14583, -5.52025], [4.15734, -4.10063, -4.92650], [4.66060, -5.55389, -2.75508], [2.99898, -6.58154, -0.70671], [0.60358, -5.13108, -3.78622], [0.36536, -7.51674, -0.91565], [-0.41016, -6.82171, -2.27996], [-0.16950, -5.84484, -0.75917], [-13.11757, 1.16551, -4.00692], [-12.91661, 0.73783, -2.50919], [-11.58517, 0.21711, -2.33713], [-11.34464, -1.15137, -2.27858], [-9.99609, -1.30328, -2.00821], [-9.36750, -0.06581, -2.05070], [-10.40443, 0.87152, -2.19705], [-7.95213, 0.19350, -2.13567], [-13.03596, 0.33834, -4.71207], [-12.32853, 1.84900, -4.32055], [-14.11664, 1.47627, -4.31252], [-13.69001, 0.07038, -2.12909], [-12.92918, 1.64611, -1.90671], [-12.15290, -1.86720, -2.30438], [-9.37196, -2.18165, -1.93520], [-10.28801, 1.94360, -2.25607], [-7.55914, -0.23897, -3.05579], [-7.41185, -0.24661, -1.29751], [-7.80396, 1.27304, -2.10839], [-1.07811, -1.04253, 1.27756], [-0.18853, -0.07409, 0.49193], [-0.15045, -0.39423, -1.00111], [-0.92363, 1.24423, 0.55889], [1.26386, -0.14684, 1.02734], [1.56576, 0.74371, 2.35070], [0.76790, 0.40188, 3.44499], [-0.71820, -2.06090, 1.13097], [-2.06564, -1.03401, 0.81625], [-1.09744, -1.01595, 2.36707], [0.29064, -1.33298, -1.33623], [0.55509, 0.36979, -1.32757], [-1.09304, -0.21817, -1.51940], [-1.92558, 1.03421, 0.18458], [-0.41016, 2.04839, 0.03186], [-0.83960, 1.55539, 1.60015], [1.82465, 0.38490, 0.25866], [1.58422, -1.18368, 1.12941], [1.40564, 1.81143, 2.20093], [2.62963, 0.64121, 2.56466], [1.36003, 0.02642, 4.10075], [-4.71089, -4.12529, -1.96315], [-4.92101, -5.53309, -2.03473], [-5.23491, -3.62776, -0.74682], [-3.35267, -3.81484, -1.98683], [-5.35792, -3.50596, -3.00462], [5.50254, -0.25506, -2.81264], [6.05625, 0.72862, -3.71649], [5.46981, 0.18697, -1.48520], [4.33823, -0.82612, -3.14815], [6.45661, -1.24944, -2.76440], [-2.19621, 3.22207, -5.38055], [-1.85645, 3.18260, -6.73306], [-1.15634, 3.44156, -4.47712], [-3.16071, 4.17428, -5.13581], [-2.76311, 2.06504, -5.04503], [-5.51352, 1.82565, 3.07133], [-5.46471, 0.39860, 3.22955], [-4.39406, 2.40904, 3.63734], [-5.54453, 2.17736, 1.77357], [-6.64803, 2.25177, 3.75466], [4.09989, 5.18627, 1.47931], [3.55544, 5.32655, 2.66835], [5.31035, 5.77146, 1.51450], [4.26907, 3.81415, 1.16507], [3.24864, 5.86342, 0.66529], [3.55584, 0.17553, 7.93674], [2.27656, 0.20033, 8.53035], [4.55841, -0.23927, 8.82479], [3.67862, -0.63213, 6.82122], [3.85254, 1.45467, 7.57082], [5.81534, -2.71075, 2.02819], [4.57010, -3.04566, 2.55138], [6.10365, -1.41512, 2.14198], [6.76164, -3.43285, 2.70779], [5.89771, -3.07903, 0.71970]],
  "mulliken_charge": [-1.34, -0.14, 0.25, -0.60, -0.44, 0.15, -0.23, -0.86, 0.35, 0.45, 0.34, 0.33, 0.27, 0.62, 0.50, 0.35, 0.37, 0.31, 0.33, -1.12, -0.35, 0.30, -0.70, -0.41, 0.17, -0.19, -0.73, 0.36, 0.35, 0.34, 0.28, 0.32, 0.60, 0.50, 0.32, 0.27, 0.38, 0.28, -1.10, -0.33, 0.19, -0.54, -0.42, 0.17, -0.16, -0.81, 0.36, 0.35, 0.33, 0.33, 0.26, 0.42, 0.60, 0.29, 0.40, 0.31, 0.34, -0.96, -0.58, 0.32, -0.44, -0.38, 0.16, -0.46, -0.83, 0.37, 0.30, 0.33, 0.26, 0.41, 0.45, 0.50, 0.52, 0.37, 0.35, 0.30, -1.04, -0.56, 0.21, -0.35, -0.49, 0.12, -0.07, -0.80, 0.32, 0.32, 0.37, 0.35, 0.32, 0.39, 0.52, 0.38, 0.38, 0.37, 0.27, -0.91, 0.20, -0.98, -1.03, -0.63, -0.77, -0.49, 0.34, 0.48, 0.27, 0.33, 0.48, 0.41, 0.47, 0.39, 0.39, 0.38, 0.44, 0.34, 0.55, 0.31, 0.56, -0.41, -0.40, -0.37, -0.37, 0.57, -0.42, -0.37, -0.35, -0.43, 0.58, -0.43, -0.40, -0.41, -0.35, 0.59, -0.43, -0.38, -0.36, -0.41, 0.54, -0.35, -0.39, -0.39, -0.40, 0.62, -0.44, -0.41, -0.37, -0.40, 0.57, -0.43, -0.34, -0.41, -0.38],
  "charge": -1,
  "total_energy_ev": -136710.3186,
  "homo_energy_ha": -0.2312,
  "fmax_ev_per_a": 6.88,
  "homo_lumo_gap_ev": 6.09
}

In order of appearance, energy relative to the best compared isomer or geometry (same formula, charge and spin) = 61.8, 1.1, 61.6, 284.9 kcal per mole.